[1]
ORCA calculation (ωB97M-V with the def2-TZVPD basis set) on a cluster of 2 separate species, C7H9N6 in total at a distorted geometry.

Results
- HOMO energy (eV) = -12.6
- energy (eV) = -16336.182
- orbital gap (eV) = 9.733
- energy above the lowest of the compared OMol25 structures with the same formula, charge and spin (kJ/mol) = 0.0
- LUMO (eV) = -2.89
- multiplicity = 1
- net charge = +1

Positions of all 22 atoms, in Å:
C1 2.134 -0.841 0.783
C2 -1.307 -1.710 -0.913
C3 3.527 -0.251 0.690
C4 -2.583 -1.912 -0.426
C5 -0.837 -0.502 -0.244
C6 1.471 0.087 -0.150
C7 -1.349 3.378 -0.393
N1 3.625 0.682 -0.171
N2 -1.845 -0.100 0.534
N3 -3.003 -0.828 0.271
N4 2.365 0.959 -0.636
N5 0.224 0.268 -0.370
N6 -1.924 2.584 0.193
H1 2.250 -1.790 0.365
H2 -0.821 -2.226 -1.685
H3 4.446 -0.553 1.189
H4 -3.346 -2.657 -0.724
H5 -1.166 4.261 -0.908
H6 -3.720 -0.791 0.938
H7 1.966 1.788 -1.099
H8 1.676 -0.565 1.721
H9 -1.786 0.720 1.039

=====

[2]
ORCA calculation (ωB97M-V with the def2-TZVPD basis set) on a structure of composition C22H46AgBr3N2O16S at a distorted geometry.

Results
- HOMO energy (alpha / beta) (eV) = -10.6 / -10.5
- energy (eV) = -284250.345
- orbital gap (alpha / beta) (eV) = 7.256 / 5.131
- LUMO (alpha / beta) (eV) = -3.34 / -5.42
- multiplicity = 2
- net charge = +1

Positions of all 91 atoms, in Å:
Ag1 3.037 1.981 -0.908
C1 4.051 -2.260 0.878
C2 2.664 -2.675 1.336
C3 2.549 -3.888 2.348
O1 3.383 -3.607 3.518
C4 2.853 -4.087 4.772
N1 2.013 -1.393 1.876
H1 1.836 -0.828 1.058
H2 1.150 -1.502 2.388
H3 2.632 -0.786 2.395
H4 4.769 -2.330 1.695
H5 4.022 -1.353 0.275
H6 4.372 -2.995 0.139
H7 2.092 -2.915 0.440
H8 2.908 -4.781 1.837
H9 1.513 -3.976 2.675
H10 3.690 -3.971 5.461
H11 2.403 -5.077 4.701
H12 2.051 -3.472 5.180
C5 -1.387 1.422 1.579
C6 -0.900 2.189 2.783
C7 -2.039 2.752 3.675
O2 -1.529 3.498 4.772
C8 -2.583 4.310 5.399
N2 0.015 1.377 3.701
H13 0.200 1.713 4.635
H14 -0.234 0.399 3.756
H15 0.944 1.324 3.310
H16 -2.114 0.655 1.847
H17 -0.544 0.892 1.134
H18 -1.747 2.141 0.843
H19 -0.229 3.019 2.564
H20 -2.647 1.918 4.027
H21 -2.736 3.296 3.038
H22 -3.235 4.939 4.794
H23 -2.203 4.902 6.232
H24 -3.387 3.703 5.816
C9 0.511 -0.381 -1.507
O3 1.687 0.108 -0.849
H25 0.761 -1.095 -2.291
H26 -0.183 -0.881 -0.831
H27 -0.038 0.481 -1.886
S1 3.304 2.079 1.915
O4 3.839 1.187 0.928
O5 4.350 3.029 2.342
O6 2.358 2.863 1.106
O7 2.642 1.399 2.951
C10 1.569 -2.943 -5.122
C11 2.886 -2.849 -4.385
C12 2.836 -2.922 -2.838
O8 3.642 -4.033 -2.548
C13 4.158 -4.540 -3.649
O9 4.984 -5.457 -3.687
O10 3.679 -3.940 -4.744
H28 0.842 -2.308 -4.617
H29 1.141 -3.943 -5.195
H30 1.636 -2.760 -6.194
H31 3.440 -1.936 -4.602
H32 1.832 -3.070 -2.440
H33 3.315 -2.057 -2.378
C14 -4.731 -3.869 -1.259
C15 -4.616 -2.423 -0.645
C16 -3.373 -1.825 -0.043
O11 -3.265 -0.529 -0.570
C17 -4.092 -0.426 -1.571
O12 -4.103 0.532 -2.328
O13 -4.754 -1.596 -1.780
H34 -4.317 -4.613 -0.578
H35 -4.421 -3.947 -2.301
H36 -5.792 -4.101 -1.356
H37 -5.417 -2.321 0.086
H38 -2.524 -2.489 -0.207
H39 -3.514 -1.752 1.035
C18 -2.274 5.467 -0.285
C19 -2.012 4.345 -1.367
C20 -1.643 4.934 -2.721
O14 -0.476 4.191 -3.047
C21 0.066 3.667 -1.906
O15 1.155 3.092 -1.791
O16 -0.809 3.710 -0.894
H40 -1.371 6.050 -0.105
H41 -2.756 5.067 0.607
H42 -3.097 6.124 -0.568
H43 -2.839 3.647 -1.493
H44 -1.405 5.998 -2.690
H45 -2.517 4.839 -3.364
C22 -1.634 1.535 -4.734
Br1 0.410 1.344 -4.752
Br2 -2.627 -0.073 -5.392
Br3 -2.126 3.155 -5.729
H46 -1.947 1.698 -3.703

=====

[3]
ORCA calculation (ωB97M-V with the def2-TZVPD basis set) on a cluster of 2 separate species, C8H16OSi2 in total at a distorted geometry.

Results
- HOMO energy (alpha / beta) (eV) = -8.2 / -7.0
- energy (eV) = -26353.137
- orbital gap (alpha / beta) (eV) = 7.940 / 7.035
- energy above the lowest of the compared OMol25 structures with the same formula, charge and spin (kJ/mol) = 404.3
- LUMO (alpha / beta) (eV) = -0.26 / -0.01
- multiplicity = 1

Positions of all 27 atoms, in Å:
C1 1.307 0.641 -0.785
C2 0.649 -0.255 -1.447
C3 2.395 2.812 -0.671
C4 1.520 1.919 -1.250
C5 2.135 0.123 0.507
C6 0.194 -1.628 -1.038
C7 1.485 -1.059 1.073
C8 1.072 -2.169 0.110
O1 -3.341 0.017 0.224
Si1 -3.039 1.318 1.173
Si2 -3.732 -1.183 -0.758
H1 2.485 3.879 -0.999
H2 3.251 2.498 0.018
H3 0.933 2.475 -1.935
H4 3.139 -0.119 0.302
H5 2.128 1.033 1.134
H6 -0.862 -1.568 -0.661
H7 0.291 -2.285 -1.897
H8 2.018 -1.564 1.816
H9 0.633 -0.694 1.723
H10 0.511 -2.928 0.700
H11 1.903 -2.807 -0.132
H12 -1.935 0.908 2.263
H13 -2.385 2.278 0.201
H14 -4.264 1.796 2.050
H15 -4.939 -1.069 -1.689
H16 -3.552 -2.369 -0.033

=====

[4]
ORCA calculation (ωB97M-V with the def2-TZVPD basis set) on a cluster of 2 separate species, C16H17N in total at a distorted geometry.

Results
- HOMO energy (eV) = -7.8
- energy (eV) = -18356.403
- SMILES = Cc1c[nH]c2ccccc12.Cc1ccccc1
- orbital gap (eV) = 8.664
- energy above the lowest of the compared OMol25 structures with the same formula, charge and spin (kJ/mol) = 187.0
- LUMO (eV) = 0.83
- multiplicity = 1

Positions of all 34 atoms, in Å:
C1 -1.885 3.027 -3.476
C2 -1.358 1.915 -2.600
C3 -0.993 0.668 -3.009
N1 -0.309 0.036 -1.956
C4 -0.275 0.875 -0.894
C5 0.633 0.874 0.223
C6 0.857 2.038 0.855
C7 0.253 3.334 0.508
C8 -0.634 3.262 -0.513
C9 -0.892 2.078 -1.229
H1 -1.106 3.794 -3.541
H2 -2.942 3.200 -3.304
H3 -1.668 2.687 -4.501
H4 -1.393 0.049 -3.789
H5 -0.170 -0.959 -2.017
H6 1.077 -0.053 0.570
H7 1.462 2.002 1.770
H8 0.471 4.257 1.001
H9 -1.095 4.190 -0.880
C10 2.742 -3.257 1.788
C11 1.406 -2.586 1.653
C12 0.966 -1.568 2.496
C13 -0.349 -1.131 2.501
C14 -1.362 -1.870 1.917
C15 -0.910 -2.800 0.982
C16 0.397 -3.228 0.903
H10 2.665 -4.202 2.353
H11 3.441 -2.635 2.349
H12 3.238 -3.590 0.884
H13 1.697 -0.967 3.047
H14 -0.673 -0.241 3.021
H15 -2.405 -1.906 2.193
H16 -1.638 -3.127 0.237
H17 0.751 -4.168 0.458

=====

[5]
ORCA calculation (ωB97M-V with the def2-TZVPD basis set) on a structure of composition C19H11ClIN4OPtS4Sb at a distorted geometry.

Results
- HOMO energy (eV) = -0.9
- energy (eV) = -101642.266
- orbital gap (eV) = 4.197
- energy above the lowest of the compared OMol25 structures with the same formula, charge and spin (kJ/mol) = 100.5
- LUMO (eV) = 3.27
- multiplicity = 1
- net charge = -2

Positions of all 43 atoms, in Å:
Pt1 0.013 -0.061 0.012
S1 2.859 1.969 3.458
Sb1 1.912 -0.004 2.712
S2 2.336 -0.156 0.306
S3 -0.463 0.072 2.801
S4 2.727 -1.902 3.746
Cl1 -3.656 5.677 0.017
C1 -3.144 4.011 -0.003
C2 -4.113 3.030 0.008
C3 -3.734 1.705 -0.057
I1 -5.175 0.169 -0.056
C4 -2.400 1.298 -0.136
O1 -2.067 0.061 -0.278
C5 -1.418 2.333 -0.068
N1 -0.116 1.914 -0.060
C6 0.851 2.836 -0.020
C7 0.584 4.193 0.011
C8 -0.724 4.647 0.012
C9 -1.771 3.705 -0.019
H1 -5.157 3.303 0.065
H2 1.872 2.474 -0.012
H3 1.408 4.890 0.039
H4 -0.946 5.702 0.041
N2 -3.121 -9.497 3.700
C10 -2.672 -8.565 3.177
C11 -2.126 -7.462 2.534
C12 -2.447 -6.144 2.929
C13 -1.905 -5.065 2.286
C14 -1.008 -5.231 1.212
C15 -0.688 -6.546 0.821
C16 -1.226 -7.629 1.458
N3 -0.460 -4.134 0.552
C17 0.423 -4.166 -0.501
C18 0.701 -2.874 -0.836
N4 0.006 -2.047 -0.012
C19 -0.682 -2.821 0.810
H5 -3.132 -5.996 3.753
H6 -2.170 -4.073 2.615
H7 -0.004 -6.717 0.004
H8 -0.967 -8.632 1.144
H9 0.794 -5.072 -0.934
H10 1.367 -2.499 -1.591
H11 -1.310 -2.439 1.588

=====

[6]
ORCA calculation (ωB97M-V with the def2-TZVPD basis set) on a structure of composition C27H47IN7SbV at a distorted geometry.

Results
- HOMO energy (alpha / beta) (eV) = -12.6 / -13.1
- energy (eV) = -79506.204
- orbital gap (alpha / beta) (eV) = 6.731 / 6.768
- energy above the lowest of the compared OMol25 structures with the same formula, charge and spin (kJ/mol) = 40.1
- LUMO (alpha / beta) (eV) = -5.85 / -6.36
- multiplicity = 4
- net charge = +2

Positions of all 84 atoms, in Å:
V1 -1.294 0.498 -0.033
C1 -3.275 -2.904 -1.727
C2 -2.407 -1.749 -1.361
N1 -2.349 -1.198 -0.187
C3 -3.146 -1.644 0.958
C4 -2.490 -1.119 2.243
N2 -1.860 0.242 2.118
C5 -2.727 1.364 2.550
C6 -3.757 1.675 1.490
N3 -3.129 1.847 0.152
C7 -2.723 3.258 -0.170
C8 -1.211 3.446 -0.040
N4 -0.662 2.287 -0.761
C9 -0.262 2.327 -1.983
C10 0.109 3.560 -2.734
C11 -0.384 0.997 -2.682
C12 -0.081 0.667 -3.979
C13 -0.534 -0.566 -4.472
C14 -1.305 -1.411 -3.688
C15 -1.572 -1.048 -2.374
N5 -1.060 0.111 -1.904
H1 -4.224 -2.867 -1.193
H2 -2.781 -3.845 -1.461
H3 -3.487 -2.928 -2.793
H4 -3.206 -2.732 1.010
H5 -4.168 -1.277 0.847
H6 -1.685 -1.798 2.512
H7 -3.209 -1.131 3.064
H8 -1.054 0.239 2.734
H9 -2.079 2.227 2.717
H10 -3.223 1.144 3.498
H11 -4.325 2.564 1.772
H12 -4.473 0.857 1.412
H13 -3.819 1.568 -0.535
H14 -3.263 3.965 0.462
H15 -3.009 3.451 -1.203
H16 -0.903 3.405 1.004
H17 -0.893 4.407 -0.443
H18 0.627 4.274 -2.095
H19 -0.784 4.046 -3.137
H20 0.756 3.326 -3.577
H21 0.473 1.342 -4.618
H22 -0.311 -0.843 -5.494
H23 -1.695 -2.333 -4.097
I1 -0.451 -6.964 0.232
C16 0.125 -5.129 -0.460
C17 0.900 -4.842 -1.557
N6 0.995 -3.494 -1.610
N7 0.332 -2.877 -0.616
C18 -0.194 -3.873 0.084
H24 1.381 -5.483 -2.278
H25 1.508 -2.946 -2.279
H26 -0.784 -3.666 0.966
C19 4.229 0.962 -0.413
C20 2.807 0.611 -0.855
C21 2.828 -0.549 -1.852
Sb1 1.414 0.192 0.714
C22 2.216 -1.472 1.799
C23 3.701 -1.436 2.154
C24 1.345 -1.703 3.034
C25 1.677 1.921 1.988
C26 2.700 1.806 3.118
C27 1.967 3.177 1.156
H27 4.782 1.378 -1.259
H28 4.772 0.077 -0.085
H29 4.269 1.692 0.394
H30 2.364 1.492 -1.332
H31 3.171 -1.469 -1.369
H32 3.526 -0.339 -2.668
H33 1.845 -0.735 -2.295
H34 2.044 -2.292 1.102
H35 3.979 -0.580 2.767
H36 4.335 -1.445 1.271
H37 3.945 -2.334 2.729
H38 1.429 -0.892 3.761
H39 1.647 -2.620 3.545
H40 0.291 -1.820 2.772
H41 0.685 2.029 2.443
H42 3.711 1.681 2.729
H43 2.498 0.979 3.798
H44 2.698 2.723 3.714
H45 3.025 3.239 0.906
H46 1.728 4.077 1.731
H47 1.416 3.228 0.217

=====

What is the energy in the first record?
-16336.182 eV

=====

Which value of multiplicity does entry 4 give?
1

=====

Which of these has the highest multiplicity?
C27H47IN7SbV

=====

Which formula does entry 6 have?
C27H47IN7SbV